Entry 1:
{
  "formula": "C5H7N",
  "method": "wB97M-V/def2-TZVPD",
  "de_lowest_kcal_mol": 60.0,
  "lumo_ev": 0.99,
  "smiles": "Cn1cccc1",
  "total_energy_ev": -6785.9125,
  "gap_ev": 9.20,
  "homo_energy_ha": -0.302,
  "total_charge": 0,
  "species": ["H", "N", "H", "H", "C", "C", "H", "H", "C", "H", "C", "H", "C"],
  "coordinates": [[-2.604, 0.920, 0.125], [-0.620, 0.094, -0.130], [-2.332, -0.628, 0.944], [-0.253, 2.328, 0.051], [0.284, 1.276, -0.117], [-2.014, -0.016, 0.147], [-0.509, -1.912, -0.140], [2.419, 0.882, 0.338], [0.067, -1.085, -0.150], [-2.634, -0.668, -0.646], [1.521, 0.607, 0.020], [2.353, -1.382, 0.029], [1.459, -0.816, 0.134]],
  "atomic_forces_ev_per_a": [[0.83, -0.23, 0.29], [1.40, 0.94, -0.39], [0.56, -0.13, 1.92], [1.87, -2.62, -0.54], [-1.80, -2.48, 1.33], [-3.37, -0.19, -3.33], [-1.41, -2.85, -0.11], [3.63, 2.72, 0.51], [3.87, 3.42, 1.56], [1.71, 1.44, 0.66], [-3.29, -0.53, 0.30], [0.15, -0.78, 0.26], [-4.14, 1.28, -2.45]]
}

Entry 2:
{
  "formula": "C5H7N",
  "method": "wB97M-V/def2-TZVPD",
  "de_lowest_kcal_mol": 8.3,
  "lumo_ev": 1.04,
  "smiles": "Cn1cccc1",
  "total_energy_ev": -6788.1528,
  "gap_ev": 9.27,
  "homo_energy_ha": -0.302,
  "total_charge": 0,
  "species": ["C", "H", "H", "N", "H", "C", "C", "H", "H", "C", "H", "C", "H"],
  "coordinates": [[0.478, 0.919, -0.549], [2.658, 1.017, -0.437], [-2.373, -0.331, -0.850], [-0.425, -0.011, -0.110], [0.128, 1.815, -1.044], [1.741, 0.475, -0.250], [-1.854, 0.191, -0.042], [2.383, -1.413, 0.791], [-2.065, 1.263, -0.110], [0.253, -1.060, 0.450], [-2.231, -0.164, 0.924], [1.597, -0.789, 0.389], [-0.289, -1.913, 0.838]],
  "atomic_forces_ev_per_a": [[-0.07, 0.07, 0.03], [-0.11, -0.15, -0.05], [0.00, 0.06, 0.09], [0.15, 0.01, 0.09], [0.13, -0.07, 0.15], [0.05, 0.04, 0.01], [-0.23, 0.03, -0.01], [-0.09, 0.06, -0.15], [0.01, -0.24, -0.04], [-0.03, 0.02, 0.05], [0.06, 0.05, -0.25], [0.01, -0.02, 0.03], [0.12, 0.15, 0.04]]
}

Entry 3:
{
  "formula": "C5H7N",
  "method": "wB97M-V/def2-TZVPD",
  "de_lowest_kcal_mol": 121.8,
  "lumo_ev": 1.12,
  "smiles": "C1[C@@H]2[C@H]1[C@@H]1N[C@H]21",
  "total_energy_ev": -6783.2291,
  "gap_ev": 9.19,
  "homo_energy_ha": -0.296,
  "total_charge": 0,
  "species": ["H", "C", "C", "C", "H", "H", "H", "N", "H", "C", "C", "H", "H"],
  "coordinates": [[-0.875, 2.032, -0.694], [0.549, -1.076, -0.358], [-0.231, 1.364, -0.117], [-0.052, 0.181, -0.986], [2.018, -0.003, 0.452], [0.721, -1.963, -0.961], [-0.707, -1.735, 1.424], [1.409, -0.800, 0.732], [-2.052, 0.457, 0.862], [-1.054, 0.271, 0.425], [-0.234, -0.925, 0.845], [-0.022, 0.309, -2.065], [0.534, 1.892, 0.444]],
  "atomic_forces_ev_per_a": [[0.24, 0.34, 0.35], [0.00, -0.28, -0.52], [0.32, 0.42, 0.02], [-1.07, -0.08, -0.36], [-1.31, 0.19, 1.34], [-0.32, 0.02, -0.06], [0.98, 0.52, 0.04], [-0.10, -0.74, 0.36], [0.36, -0.34, -1.01], [0.22, 0.09, -0.84], [1.34, 0.11, 0.51], [-0.94, -0.08, 0.04], [0.27, -0.17, 0.13]]
}